{"formula": "C20H12Cl3F3N4S", "method": "ωB97M-V with the def2-TZVPD basis set", "homo_ev": -8.55, "orbital_gap_ha": 0.3191, "spin_multiplicity": 1, "charge": 0, "e_above_lowest_kj_mol": 0.0, "smiles": "CSc1nn(-c2c(Cl)cc(Cl)cc2Cl)c2nc(C)nc(-c3ccccc3C(F)(F)F)c12", "symbols": ["C", "S", "C", "N", "N", "C", "C", "Cl", "C", "C", "Cl", "C", "C", "Cl", "C", "N", "C", "C", "N", "C", "C", "C", "C", "C", "C", "C", "C", "F", "F", "F", "C", "H", "H", "H", "H", "H", "H", "H", "H", "H", "H", "H", "H"], "coordinates": [[-2.79376, -2.66252, 0.42942], [-1.23556, -2.68597, -0.53142], [-0.52278, -1.30835, 0.32096], [-0.48247, -1.25156, 1.62122], [0.20009, -0.07729, 1.94889], [0.44822, 0.36358, 3.25077], [-0.60855, 0.52290, 4.16227], [-2.29000, 0.31678, 3.68921], [-0.39566, 0.92502, 5.42681], [0.88500, 1.05161, 5.93085], [1.08576, 1.43283, 7.61704], [1.99180, 0.95697, 5.07655], [1.76351, 0.58771, 3.73791], [3.19763, 0.23735, 2.78576], [0.58333, 0.57772, 0.79267], [1.21032, 1.73473, 0.62256], [1.51857, 2.08163, -0.62399], [2.28068, 3.36116, -0.75476], [1.19360, 1.38434, -1.70988], [0.53136, 0.24213, -1.52622], [0.19897, -0.53890, -2.72790], [1.25010, -1.31940, -3.26781], [1.03209, -2.02567, -4.47529], [-0.24215, -2.01306, -5.07227], [-1.30520, -1.30860, -4.49771], [-1.08142, -0.46970, -3.34386], [-2.21911, 0.40733, -2.81924], [-1.84105, 1.72907, -2.90239], [-2.52402, -0.02419, -1.57004], [-3.29257, 0.25437, -3.57117], [0.15042, -0.16206, -0.27431], [-2.57922, -2.82467, 1.51091], [-3.27617, -1.68245, 0.37347], [-3.50660, -3.41336, 0.10758], [-1.27011, 1.08910, 6.06601], [3.01259, 1.19011, 5.42594], [3.28966, 3.30427, -0.30353], [2.39863, 3.58022, -1.81835], [1.74684, 4.21624, -0.35388], [2.26706, -1.27950, -2.84208], [1.85706, -2.58768, -4.89556], [-0.37141, -2.57534, -5.99455], [-2.25548, -1.33690, -5.02058]], "nbo_charge": [-0.7334, 0.2574, 0.0333, -0.2215, -0.2373, 0.0809, 0.0108, 0.0272, -0.2555, -0.0059, 0.0267, -0.2482, 0.0091, 0.0338, 0.3980, -0.4783, 0.4395, -0.6536, -0.4688, 0.2465, 0.0386, -0.2135, -0.1840, -0.2182, -0.1710, -0.1346, 0.9748, -0.3209, -0.3224, -0.3086, -0.1892, 0.2346, 0.2235, 0.2297, 0.2491, 0.2530, 0.2347, 0.2281, 0.2354, 0.2298, 0.2195, 0.2207, 0.2302]}

---

{"formula": "C20H12Cl5CoN4S3Se", "method": "ωB97M-V with the def2-TZVPD basis set", "homo_ev": [-4.10, -4.10], "orbital_gap_ha": [0.2329, 0.2322], "spin_multiplicity": 4, "charge": -1, "e_above_lowest_kj_mol": 34.2, "symbols": ["Co", "Cl", "C", "C", "C", "Cl", "C", "Cl", "C", "Cl", "C", "Cl", "S", "C", "C", "C", "C", "C", "N", "H", "H", "H", "H", "C", "C", "N", "C", "C", "S", "C", "C", "S", "C", "N", "C", "H", "H", "H", "H", "H", "H", "H", "H", "Se", "C", "N"], "coordinates": [[-0.32595, 0.25451, -0.49094], [1.49763, 0.47683, 2.46090], [-0.23926, 0.67549, 2.62439], [-1.01629, 0.80662, 1.47599], [-2.38063, 1.07658, 1.73256], [-3.50371, 1.20243, 0.42201], [-2.89381, 1.21832, 3.00570], [-4.60540, 1.53432, 3.28351], [-2.09845, 1.01499, 4.11928], [-2.76558, 1.13634, 5.72170], [-0.75304, 0.63840, 3.89586], [0.18880, 0.25954, 5.32802], [-1.44397, -0.81694, -2.28671], [-1.53585, -2.09072, -1.12434], [-2.05591, -3.39148, -1.33785], [-2.22237, -4.27148, -0.30777], [-1.72311, -3.93655, 0.96044], [-1.09593, -2.72188, 1.08755], [-1.03457, -1.82489, 0.06947], [-2.42929, -3.57846, -2.31953], [-2.69879, -5.23845, -0.50379], [-1.89982, -4.55619, 1.86305], [-0.74805, -2.37445, 2.06190], [-0.85447, 4.02012, -0.83423], [0.45630, 3.40486, -0.48282], [0.71489, 2.13607, -0.55767], [2.12775, 1.89761, -0.41562], [2.82752, 3.05207, -0.19236], [1.81028, 4.41219, -0.12077], [2.58304, 0.54116, -0.69511], [3.90510, 0.25072, -0.88450], [4.00962, -1.40362, -1.30199], [2.31207, -1.60589, -1.14402], [1.70685, -0.49884, -0.91033], [1.59541, -2.71557, -1.77574], [-1.67132, 3.40953, -0.44089], [-0.96570, 3.98695, -1.91253], [-1.02587, 5.00911, -0.43549], [3.93027, 3.11899, -0.21768], [4.72923, 0.95148, -0.86453], [2.28155, -3.49840, -2.07145], [1.22989, -2.26781, -2.67938], [0.78373, -3.20570, -1.22207], [0.70729, 2.32539, -3.98714], [1.86857, 0.98451, -4.24563], [2.72136, 0.20221, -4.34946]], "nbo_charge": [1.3585, -0.0143, -0.0933, -0.4625, 0.0017, 0.0106, -0.1116, -0.0003, -0.0953, 0.0277, -0.0693, 0.0049, -0.3261, 0.0685, -0.2746, -0.1699, -0.3085, 0.0435, -0.5724, 0.2189, 0.2110, 0.2164, 0.2026, -0.6736, 0.1359, -0.5329, 0.1326, -0.4455, 0.4502, 0.0995, -0.4097, 0.4776, 0.1079, -0.5256, -0.6665, 0.2456, 0.2645, 0.2218, 0.2443, 0.2458, 0.2156, 0.2768, 0.2424, -0.4519, 0.0453, -0.5662]}

---

{"formula": "C20H12ClN3O10Zn", "method": "ωB97M-V with the def2-TZVPD basis set", "homo_ev": -8.63, "orbital_gap_ha": 0.2744, "spin_multiplicity": 1, "charge": 0, "e_above_lowest_kj_mol": 384.3, "symbols": ["Zn", "O", "N", "O", "C", "C", "C", "C", "C", "C", "N", "C", "C", "N", "C", "C", "C", "C", "H", "H", "H", "H", "H", "H", "H", "O", "C", "O", "C", "C", "C", "C", "O", "C", "O", "C", "C", "H", "H", "H", "H", "H", "O", "Cl", "O", "O", "O"], "coordinates": [[0.24313, -2.10918, 0.79880], [-0.87363, 3.70632, 3.82330], [0.06327, 3.43399, 3.10376], [1.19101, 3.89108, 3.22235], [-0.10696, 2.48955, 2.00999], [0.93049, 2.59427, 0.90527], [1.97640, 1.53474, 1.16741], [3.13494, 1.47941, 1.90290], [3.71618, 0.22236, 2.07390], [3.07335, -0.89969, 1.59323], [1.92181, -0.83545, 0.89962], [1.43780, 0.37287, 0.64578], [-1.03135, 0.44894, 0.89492], [-2.32800, 0.49553, 0.19722], [-3.34287, 0.66137, 0.94003], [-3.29520, 0.92448, 2.39176], [-2.15922, 1.36603, 2.92714], [-1.03432, 1.52306, 2.00252], [1.28491, 3.61031, 0.76450], [3.56181, 2.36432, 2.35606], [4.63899, 0.10497, 2.62320], [3.46750, -1.89078, 1.77540], [-4.32317, 0.60652, 0.46944], [-4.19915, 0.80607, 2.97344], [-2.07996, 1.65306, 3.96440], [0.30783, 2.13374, -0.28449], [0.15619, 0.71932, -0.10100], [-0.88722, -0.79272, 1.47159], [-0.01802, 0.07474, -1.46019], [0.70966, -1.03167, -1.87379], [0.51003, -1.63588, -3.12650], [-0.40735, -1.04870, -3.94767], [-0.81157, -1.42988, -5.19493], [-1.57604, -0.32808, -5.68413], [-1.97512, 0.44585, -4.55780], [-1.10898, 0.08779, -3.55890], [-0.95078, 0.66558, -2.33511], [1.50500, -1.43218, -1.26438], [1.07161, -2.51163, -3.41734], [-2.45638, -0.69972, -6.20134], [-0.94529, 0.28204, -6.33976], [-1.52214, 1.53274, -2.04681], [0.94177, -3.71229, -0.26076], [0.50680, -4.78152, 0.70770], [-0.35742, -5.68183, 0.04848], [1.64396, -5.40840, 1.27110], [-0.20433, -4.00144, 1.72968]], "nbo_charge": [1.7226, -0.3589, 0.5191, -0.3998, 0.0429, 0.0411, 0.0058, -0.1503, -0.2402, 0.0469, -0.5999, 0.2321, 0.3475, -0.4135, 0.1138, -0.2282, -0.1717, 0.0394, 0.2407, 0.2425, 0.2359, 0.2194, 0.1881, 0.2250, 0.2439, -0.4905, 0.1638, -0.9997, -0.0542, -0.2551, -0.2430, 0.2379, -0.4748, 0.2311, -0.4861, 0.2925, -0.2256, 0.2248, 0.2373, 0.1796, 0.1506, 0.2509, -0.9591, 2.5299, -0.7635, -0.7771, -0.9138]}

---

{"formula": "C20H12Co2N2O8", "method": "ωB97M-V with the def2-TZVPD basis set", "homo_ev": -1.69, "orbital_gap_ha": 0.2432, "spin_multiplicity": 1, "charge": -2, "e_above_lowest_kj_mol": 0.0, "symbols": ["C", "C", "C", "N", "C", "O", "N", "C", "O", "H", "H", "H", "H", "H", "O", "C", "Co", "C", "O", "C", "O", "C", "C", "C", "C", "C", "C", "C", "C", "C", "Co", "C", "O", "C", "O", "C", "O", "H", "H", "H", "H", "H", "H", "H"], "coordinates": [[2.24599, 3.63431, 3.18230], [2.24323, 2.30121, 2.53074], [1.09971, 1.58655, 2.20371], [1.07546, 0.47487, 1.48181], [2.26531, -0.07903, 1.04929], [2.38458, -0.98610, 0.22337], [3.41243, 0.44584, 1.66059], [3.53988, 1.69098, 2.25589], [4.64961, 2.16455, 2.50810], [3.28252, 3.97175, 3.30719], [1.72173, 4.38442, 2.56669], [1.78390, 3.58465, 4.18160], [0.11123, 1.94890, 2.51894], [4.26678, 0.00951, 1.35251], [0.16397, 1.38102, -4.73743], [-0.48779, 1.02681, -3.84273], [-1.26540, -0.31926, -2.80961], [-1.85269, -1.29564, -4.17312], [-2.18538, -1.88839, -5.10588], [0.14590, -1.35051, -2.52797], [1.00656, -2.10337, -2.39968], [-2.62077, 0.46331, -1.96914], [-2.05464, -0.60645, -1.25421], [-2.32913, -1.32852, -0.14764], [-1.49800, -2.40368, 0.39232], [-1.92970, -3.74494, 0.56119], [-1.06993, -4.69735, 1.11357], [0.19497, -4.32701, 1.59271], [0.61586, -2.99797, 1.46983], [-0.20936, -2.07213, 0.83787], [-1.57120, 2.14922, -2.21575], [-1.80182, 3.71507, -3.00314], [-1.95723, 4.75393, -3.48786], [0.06950, 2.10194, -1.51202], [1.14412, 2.04518, -1.09152], [-2.57435, 2.62631, -0.86437], [-3.22984, 2.92996, 0.03491], [-3.69685, 0.53583, -2.16735], [-3.30336, -1.16085, 0.34372], [-2.92955, -4.01511, 0.20541], [-1.38541, -5.74463, 1.16892], [0.85883, -5.06966, 2.03835], [1.59105, -2.70226, 1.85178], [0.07930, -1.03327, 0.67612]], "nbo_charge": [-0.6202, -0.3244, 0.1286, -0.6473, 0.7556, -0.6944, -0.6450, 0.6335, -0.7250, 0.2304, 0.1917, 0.1829, 0.1683, 0.3934, -0.5792, 0.4373, -0.0950, 0.5601, -0.5631, 0.5906, -0.5032, -0.4861, -0.1237, -0.3702, -0.0498, -0.2231, -0.2525, -0.2590, -0.2061, -0.1346, -0.0830, 0.4710, -0.5759, 0.4909, -0.5117, 0.5979, -0.5569, 0.1803, 0.1784, 0.1886, 0.1825, 0.1853, 0.2159, 0.2660]}

---

{"formula": "C20H12F5IN2O2ReS", "method": "ωB97M-V with the def2-TZVPD basis set", "homo_ev": [-14.84, -15.15], "orbital_gap_ha": [0.2454, 0.2208], "spin_multiplicity": 4, "charge": 2, "e_above_lowest_kj_mol": 29.8, "symbols": ["Re", "C", "C", "N", "C", "C", "C", "O", "C", "C", "N", "C", "C", "C", "C", "C", "C", "I", "C", "O", "H", "H", "H", "H", "H", "H", "H", "H", "H", "H", "H", "H", "F", "C", "C", "F", "C", "F", "C", "S", "C", "F", "C", "F"], "coordinates": [[-1.17619, 0.58459, -0.00116], [0.85150, 0.13322, -4.18933], [1.71498, -0.05939, -2.98238], [2.97337, -0.43163, -3.14054], [3.77020, -0.61349, -2.07285], [3.38863, -0.38963, -0.77149], [4.36997, -0.57006, 0.36226], [3.80457, -1.23788, 1.48733], [2.03941, 0.01114, -0.56812], [1.61484, 0.33167, 0.75083], [0.40726, 0.60065, 1.21225], [0.26179, 0.81151, 2.65539], [1.27765, 0.46962, 3.54769], [1.12807, 0.69781, 4.90558], [-0.04201, 1.23930, 5.41378], [-1.08470, 1.54390, 4.55349], [-0.90883, 1.32634, 3.19777], [-2.55202, 1.77320, 1.98232], [1.21493, 0.13586, -1.68648], [-0.07728, 0.51020, -1.52916], [1.46040, 0.02824, -5.08221], [0.38570, 1.11968, -4.18340], [0.05300, -0.60711, -4.21506], [4.77339, -0.95736, -2.29641], [4.71076, 0.40615, 0.71524], [5.25146, -1.09181, -0.00987], [3.92423, -2.18918, 1.39195], [2.40008, 0.35375, 1.48789], [2.18634, -0.01197, 3.21413], [1.93805, 0.43365, 5.57111], [-0.15731, 1.40987, 6.47509], [-2.01529, 1.93606, 4.93998], [-6.01989, 0.00286, -3.44724], [-5.04353, -0.29671, -2.63920], [-3.81744, -0.69848, -3.16448], [-3.65157, -0.76564, -4.46732], [-2.79084, -1.02204, -2.30384], [-1.63743, -1.40978, -2.80723], [-2.95469, -0.95927, -0.89931], [-1.70039, -1.59215, 0.16111], [-4.21177, -0.52629, -0.40819], [-4.41709, -0.44038, 0.89472], [-5.24042, -0.19649, -1.26129], [-6.40187, 0.20747, -0.79333]], "nbo_charge": [1.3353, -0.6581, 0.2071, -0.3111, 0.0391, 0.0062, -0.1105, -0.7361, -0.1973, 0.2541, -0.5685, 0.1493, -0.2221, -0.1537, -0.1495, -0.2071, -0.1940, 0.4909, 0.3262, -0.6821, 0.2669, 0.2349, 0.2396, 0.2260, 0.2112, 0.2197, 0.4992, 0.2520, 0.2475, 0.2551, 0.2582, 0.2515, -0.2226, 0.3836, 0.3073, -0.2477, 0.3866, -0.2643, -0.4847, 0.2207, 0.3899, -0.2730, 0.2670, -0.2428]}

---

{"formula": "C20H12IrNO2S2", "method": "ωB97M-V with the def2-TZVPD basis set", "homo_ev": -7.55, "orbital_gap_ha": 0.2393, "spin_multiplicity": 1, "charge": 0, "e_above_lowest_kj_mol": 105.3, "symbols": ["Ir", "S", "C", "C", "C", "C", "C", "C", "N", "C", "C", "C", "C", "C", "C", "C", "H", "H", "H", "H", "H", "H", "H", "H", "O", "C", "O", "C", "C", "C", "C", "C", "C", "S", "H", "H", "H", "H"], "coordinates": [[-0.44210, 0.53621, 0.42126], [-1.59640, 0.36301, -3.83293], [0.14153, 0.49354, -3.80654], [1.01646, 0.59016, -4.88379], [2.36650, 0.67781, -4.61103], [2.83783, 0.67344, -3.29285], [1.97432, 0.57910, -2.22099], [0.61242, 0.48687, -2.49265], [-0.42035, 0.37732, -1.56112], [-1.60531, 0.29423, -2.12096], [-2.73074, 0.12948, -1.22786], [-4.05788, -0.04544, -1.60906], [-5.00604, -0.29310, -0.63368], [-4.61733, -0.37075, 0.70467], [-3.29356, -0.18397, 1.08064], [-2.32817, 0.09132, 0.11768], [0.64901, 0.59637, -5.90106], [3.06964, 0.75049, -5.42993], [3.90112, 0.74846, -3.10917], [2.32123, 0.58602, -1.19821], [-4.34059, -0.00167, -2.65479], [-6.04110, -0.44233, -0.90920], [-5.36040, -0.57616, 1.46495], [-3.01318, -0.23392, 2.12502], [1.87453, 1.53130, 0.77431], [1.24033, 1.29901, 1.81221], [0.05436, 1.80305, 2.04844], [1.69101, 0.25769, 2.78528], [2.40083, 0.54437, 3.93925], [2.77909, -0.48516, 4.78840], [2.42958, -1.79240, 4.47967], [1.69491, -2.07671, 3.33850], [1.31684, -1.05134, 2.47736], [0.36361, -1.46376, 1.02520], [2.65868, 1.57062, 4.16804], [3.33740, -0.26777, 5.68904], [2.71731, -2.59951, 5.14106], [1.40461, -3.09586, 3.11480]], "nbo_charge": [0.8629, 0.4586, -0.2408, -0.2017, -0.2025, -0.1956, -0.2202, 0.1882, -0.4511, 0.0824, -0.1170, -0.1811, -0.2325, -0.1720, -0.2417, -0.0841, 0.2245, 0.2213, 0.2241, 0.2684, 0.2134, 0.2187, 0.2176, 0.2297, -0.6307, 0.6824, -0.7224, -0.0839, -0.2051, -0.2206, -0.2018, -0.2150, -0.1893, 0.0480, 0.2199, 0.2153, 0.2145, 0.2189]}